{
  "formula": "C40H65F15O25",
  "method": "wB97M-V/def2-TZVPD",
  "elements": ["F", "F", "F", "F", "F", "F", "F", "F", "F", "F", "F", "F", "F", "F", "F", "O", "O", "O", "O", "O", "O", "O", "O", "O", "O", "O", "O", "O", "O", "O", "O", "O", "O", "O", "O", "O", "O", "O", "O", "O", "C", "C", "C", "C", "C", "C", "C", "C", "C", "C", "C", "C", "C", "C", "C", "C", "C", "C", "C", "C", "C", "C", "C", "C", "C", "C", "C", "C", "C", "C", "C", "C", "C", "C", "C", "C", "C", "C", "C", "C", "H", "H", "H", "H", "H", "H", "H", "H", "H", "H", "H", "H", "H", "H", "H", "H", "H", "H", "H", "H", "H", "H", "H", "H", "H", "H", "H", "H", "H", "H", "H", "H", "H", "H", "H", "H", "H", "H", "H", "H", "H", "H", "H", "H", "H", "H", "H", "H", "H", "H", "H", "H", "H", "H", "H", "H", "H", "H", "H", "H", "H", "H", "H", "H", "H"],
  "positions_angstrom": [[-28.36, 3.39, -24.29], [-29.89, 6.34, -3.83], [-11.64, 8.07, -14.65], [-26.28, 9.44, -13.53], [-13.32, 9.30, -15.24], [-15.72, -0.77, -20.53], [-31.93, 6.10, -4.63], [-13.48, 7.14, -15.24], [-17.24, -1.42, -19.13], [-30.15, 4.70, -24.55], [-27.54, 10.42, -12.04], [-30.35, 2.55, -24.66], [-26.49, 11.50, -13.62], [-30.92, 4.47, -3.59], [-15.37, -0.69, -18.41], [-23.66, -0.13, 0.44], [-14.87, 7.86, -13.16], [-19.08, -4.34, -15.13], [-22.78, -4.58, -5.69], [-14.37, -3.09, -18.62], [-22.94, 2.98, -9.29], [-21.05, -4.16, -13.88], [-24.30, 4.62, -10.08], [-29.60, -2.31, -13.68], [-20.79, -3.89, -4.87], [-23.97, 10.44, -12.14], [-30.80, 2.86, -21.97], [-22.17, -4.82, -3.46], [-28.87, -1.10, -15.51], [-30.91, 6.38, -1.24], [-25.51, 11.42, -10.71], [-20.87, -3.76, -16.15], [-29.22, 4.52, -21.77], [-24.56, 0.55, -1.55], [-15.93, -3.60, -20.23], [-30.86, -2.05, -15.31], [-25.75, 0.45, 0.43], [-32.92, 6.34, -2.16], [-13.02, 8.90, -12.28], [-23.19, 3.05, -11.45], [-25.36, 12.52, -8.57], [-22.24, -3.86, -16.55], [-12.98, 8.21, -14.61], [-29.70, -1.70, -14.89], [-23.07, 3.47, -7.97], [-24.58, 11.87, -9.72], [-20.42, -4.03, -14.93], [-23.43, 3.66, -12.68], [-33.50, 6.69, -0.88], [-13.75, -4.33, -18.74], [-31.06, 5.81, -3.64], [-29.66, 3.54, -24.06], [-20.38, -3.45, -6.21], [-12.76, -4.34, -19.96], [-26.96, 1.05, -0.12], [-31.62, 6.21, -2.24], [-26.42, 10.46, -12.75], [-24.64, 0.35, -0.32], [-31.27, -1.63, -16.65], [-27.82, -0.02, -0.86], [-28.37, 3.88, -19.60], [-33.63, 5.36, -0.04], [-18.39, -4.89, -14.08], [-19.16, -2.57, -5.88], [-32.68, -2.19, -16.91], [-15.96, -1.38, -19.35], [-17.02, 7.44, -12.26], [-22.45, -5.37, -16.86], [-28.61, -1.97, -12.73], [-23.60, 3.62, -10.26], [-15.59, 7.85, -11.92], [-29.43, 4.71, -20.34], [-23.02, 2.64, -13.78], [-21.96, -4.41, -4.75], [-25.15, 10.73, -11.84], [-22.53, -0.60, -0.20], [-29.97, 3.62, -22.50], [-15.42, -2.82, -19.38], [-13.60, 8.32, -13.21], [-23.29, -5.63, -3.15], [-23.53, 1.68, -13.73], [-14.54, -5.07, -18.79], [-26.36, 12.10, -8.63], [-21.83, -0.83, 0.60], [-27.81, -2.71, -12.74], [-22.76, -1.50, -0.76], [-22.91, 4.62, -12.63], [-24.10, 3.57, -7.61], [-27.36, 4.18, -19.87], [-24.24, -5.29, -3.58], [-34.31, 5.52, 0.79], [-22.22, -5.99, -16.00], [-19.49, -1.72, -5.28], [-18.76, -5.91, -14.01], [-30.46, 4.52, -20.02], [-33.44, -1.97, -16.16], [-22.46, -3.32, -17.47], [-26.62, 1.79, -0.86], [-27.54, 1.55, 0.65], [-29.24, 5.74, -20.03], [-23.20, -6.65, -3.51], [-31.35, -0.55, -16.73], [-32.69, -3.26, -17.11], [-33.97, 4.48, -0.59], [-13.37, -4.14, -20.85], [-11.99, -3.58, -20.04], [-23.44, -5.71, -17.18], [-30.63, -2.02, -17.43], [-27.99, -0.93, -0.29], [-21.15, -2.83, -6.66], [-24.93, 12.38, -7.58], [-17.60, 7.35, -11.34], [-24.46, 3.97, -12.87], [-32.66, 5.12, 0.40], [-22.14, 0.18, -0.86], [-23.80, 12.55, -10.05], [-28.60, 2.84, -19.82], [-23.38, -5.62, -2.07], [-18.30, -2.94, -5.33], [-18.86, -2.14, -6.84], [-15.14, 7.11, -11.26], [-32.99, 7.55, -0.45], [-28.65, 4.15, -18.59], [-34.47, 7.09, -1.16], [-17.36, -4.88, -14.45], [-27.25, -0.25, -1.76], [-13.22, -4.41, -17.78], [-22.46, 2.76, -7.41], [-33.06, -1.79, -17.85], [-17.17, 6.50, -12.81], [-21.74, -5.60, -17.65], [-17.45, 8.17, -12.94], [-18.45, -4.38, -13.12], [-21.96, 2.41, -13.69], [-28.00, -1.07, -12.78], [-22.94, -3.48, -15.81], [-22.50, 4.39, -7.94], [-15.55, 8.84, -11.46], [-28.75, 0.37, -1.26], [-24.09, 11.07, -9.16], [-23.29, 2.97, -14.78], [-28.91, -2.00, -11.69], [-12.29, -5.32, -20.05], [-20.18, -4.25, -6.93], [-25.54, 13.59, -8.69]],
  "smiles": "CCOC(=O)C(F)(F)F.CCOC(=O)C(F)(F)F.CCOC(=O)C(F)(F)F.CCOC(=O)C(F)(F)F.CCOC(=O)C(F)(F)F.CCOC(=O)OC.CCOC(=O)OC.CCOC(=O)OC.CCOC(=O)OC.CCOC(=O)OC",
  "total_charge": 0,
  "de_lowest_kcal_mol": 114.38,
  "homo_ev": -10.56,
  "lumo_energy_ha": 0.0142,
  "e_tot_ha": -4942.09134
}



{
  "formula": "C40H65N5O15P",
  "method": "wB97M-V/def2-TZVPD",
  "elements": ["P", "O", "O", "O", "O", "O", "O", "O", "O", "O", "O", "O", "O", "O", "O", "O", "N", "N", "N", "N", "N", "C", "C", "C", "C", "C", "C", "C", "C", "C", "C", "C", "C", "C", "C", "C", "C", "C", "C", "C", "C", "C", "C", "C", "C", "C", "C", "C", "C", "C", "C", "C", "C", "C", "C", "C", "C", "C", "C", "C", "C", "H", "H", "H", "H", "H", "H", "H", "H", "H", "H", "H", "H", "H", "H", "H", "H", "H", "H", "H", "H", "H", "H", "H", "H", "H", "H", "H", "H", "H", "H", "H", "H", "H", "H", "H", "H", "H", "H", "H", "H", "H", "H", "H", "H", "H", "H", "H", "H", "H", "H", "H", "H", "H", "H", "H", "H", "H", "H", "H", "H", "H", "H", "H", "H", "H"],
  "positions_angstrom": [[1.27, 0.89, -2.95], [-7.56, 3.46, -1.36], [3.70, -1.27, 0.52], [1.58, -4.50, -3.05], [-6.13, -1.49, -2.20], [2.34, -0.32, -3.07], [2.54, -6.37, -2.29], [-1.95, -1.64, 5.36], [-1.41, 2.06, -2.38], [-0.04, -0.51, 5.70], [-5.49, 2.98, -2.08], [2.07, 2.30, -2.80], [7.86, 2.96, 3.36], [-6.11, -3.51, -3.17], [3.41, -0.66, 2.65], [6.51, 2.88, 1.56], [0.45, 0.91, -4.24], [0.22, 0.56, -1.51], [-0.37, 4.85, 0.29], [0.35, -2.16, 0.91], [-0.37, -2.75, -4.22], [2.37, -5.04, -2.33], [7.36, 3.51, 2.42], [7.59, 4.93, 1.97], [0.75, -2.40, 3.35], [-6.88, 1.21, -1.19], [-5.53, -2.36, -2.77], [-8.63, 2.74, -0.71], [6.43, 5.16, 1.01], [0.82, 5.43, 0.37], [-8.40, 1.28, -1.08], [-4.06, -2.38, -3.12], [4.30, -5.46, -1.02], [-0.16, -0.93, 0.33], [1.98, 4.69, 0.30], [4.08, 0.21, 3.60], [-1.22, 0.93, -1.61], [0.45, -0.91, -1.12], [-0.35, 3.55, 0.09], [-0.64, -1.90, -3.32], [5.53, 0.26, 3.12], [5.37, 0.12, 1.61], [1.99, 3.32, 0.09], [0.75, 2.72, -0.04], [-3.97, -3.49, -4.15], [-2.82, 2.35, -2.51], [-6.53, 2.62, -1.62], [-3.36, -1.37, 5.48], [-2.17, 0.51, 6.28], [3.49, -6.72, -1.26], [6.17, 3.76, 0.48], [-1.24, -0.57, 5.78], [-0.30, -2.46, 2.22], [3.28, -4.37, -1.32], [-5.12, -4.40, -3.73], [0.76, 1.22, -0.22], [0.40, 0.35, 1.03], [-3.47, -0.26, 6.51], [4.10, -0.69, 1.49], [-0.29, -2.05, -1.85], [-3.21, 2.52, -3.97], [-4.17, -3.09, -5.15], [-1.22, -2.26, -1.30], [6.80, 3.52, -0.38], [-9.58, 3.11, -1.06], [-3.49, -2.61, -2.22], [2.69, -4.11, -0.44], [5.12, 3.61, 0.22], [0.23, -2.07, 4.27], [3.74, -3.48, -1.74], [-1.25, -0.93, 0.36], [-4.37, 0.34, 6.40], [4.10, -7.56, -1.59], [-3.88, -2.28, 5.78], [-0.28, 0.81, 1.74], [-3.47, -0.69, 7.51], [2.93, 5.21, 0.41], [0.86, 6.51, 0.51], [-3.01, -4.00, -4.18], [-1.20, -1.02, -3.66], [1.83, 0.99, -0.32], [2.93, -7.03, -0.37], [6.21, -0.40, 1.16], [1.16, -3.40, 3.54], [-3.74, -1.42, -3.53], [6.08, -0.60, 3.52], [0.30, -2.96, -1.75], [-4.29, 2.45, -4.10], [-1.80, 0.95, 7.20], [-1.33, 3.07, 0.03], [-8.55, 2.91, 0.36], [5.22, 1.09, 1.13], [6.05, 1.16, 3.43], [2.95, 2.12, -2.43], [-8.82, 0.58, -0.35], [3.99, -0.21, 4.60], [-1.84, 0.12, -2.01], [1.38, 0.07, 1.42], [3.60, 1.18, 3.58], [-0.76, -3.45, 2.15], [-4.82, -5.11, -2.96], [7.57, 5.61, 2.81], [-1.09, -1.75, 2.46], [0.58, 1.82, -4.68], [-5.55, -4.94, -4.57], [-2.92, 3.50, -4.34], [-6.41, 1.00, -0.23], [1.56, -1.73, 3.07], [-3.44, 1.56, -2.06], [-1.62, 1.13, -0.60], [-3.01, 3.26, -1.94], [-8.85, 1.07, -2.05], [-6.56, 0.49, -1.94], [-2.28, 1.28, 5.51], [8.56, 4.99, 1.46], [1.34, -2.02, 1.11], [-3.74, -1.07, 4.50], [4.73, -5.41, -0.03], [5.12, -5.41, -1.74], [0.13, -3.52, -3.74], [2.91, 2.74, 0.03], [1.48, -1.16, -0.87], [5.56, 5.52, 1.58], [-2.69, 1.77, -4.58], [6.63, 5.89, 0.23], [3.20, -0.03, -2.74]],
  "total_charge": 1,
  "homo_ev": -11.34,
  "lumo_energy_ha": -0.1062,
  "e_tot_ha": -3306.71082
}



{
  "formula": "C40H65N5O15S5",
  "method": "wB97M-V/def2-TZVPD",
  "elements": ["S", "S", "S", "S", "S", "O", "O", "O", "O", "O", "O", "O", "O", "O", "O", "O", "O", "O", "O", "O", "N", "N", "N", "N", "N", "C", "C", "C", "C", "C", "C", "C", "C", "C", "C", "C", "C", "C", "C", "C", "C", "C", "C", "C", "C", "C", "C", "C", "C", "C", "C", "C", "C", "C", "C", "C", "C", "C", "C", "C", "C", "C", "C", "C", "C", "H", "H", "H", "H", "H", "H", "H", "H", "H", "H", "H", "H", "H", "H", "H", "H", "H", "H", "H", "H", "H", "H", "H", "H", "H", "H", "H", "H", "H", "H", "H", "H", "H", "H", "H", "H", "H", "H", "H", "H", "H", "H", "H", "H", "H", "H", "H", "H", "H", "H", "H", "H", "H", "H", "H", "H", "H", "H", "H", "H", "H", "H", "H", "H", "H"],
  "positions_angstrom": [[14.50, 14.09, 13.63], [16.05, 16.32, 17.75], [15.32, 18.94, 12.73], [11.54, 13.00, 17.57], [19.60, 10.43, 12.30], [15.26, 20.51, 12.76], [11.99, 11.71, 18.11], [10.18, 13.08, 17.02], [15.46, 13.96, 14.89], [13.80, 15.31, 13.81], [19.55, 9.00, 12.02], [13.78, 12.89, 13.53], [16.30, 17.05, 18.97], [20.78, 10.58, 13.30], [18.45, 11.09, 12.95], [15.76, 18.57, 14.03], [16.12, 18.54, 11.62], [15.66, 14.86, 18.20], [11.65, 14.12, 18.77], [17.11, 16.15, 16.77], [20.30, 12.77, 19.77], [10.24, 17.82, 17.23], [7.83, 10.45, 12.56], [20.41, 15.07, 12.87], [12.58, 14.51, 9.27], [9.11, 11.45, 14.28], [16.20, 12.75, 15.06], [21.92, 11.39, 15.26], [12.69, 13.84, 16.44], [15.49, 21.32, 13.99], [21.21, 14.81, 18.79], [11.51, 14.73, 10.05], [21.28, 13.48, 19.22], [19.09, 13.44, 19.77], [15.62, 22.78, 13.66], [12.95, 16.90, 9.12], [10.53, 17.06, 14.97], [19.54, 15.73, 12.10], [14.59, 13.31, 19.65], [20.00, 15.43, 18.84], [18.93, 14.74, 19.38], [10.07, 11.86, 13.43], [10.85, 17.85, 16.05], [20.21, 15.23, 14.18], [10.03, 11.49, 12.10], [10.51, 14.26, 19.69], [8.84, 10.78, 11.75], [20.86, 11.64, 14.29], [14.70, 16.94, 16.92], [20.07, 11.47, 11.01], [19.20, 16.02, 14.75], [9.28, 16.94, 17.35], [13.30, 15.56, 8.82], [13.73, 18.42, 12.54], [10.98, 15.98, 10.19], [15.06, 14.70, 19.48], [17.34, 12.93, 15.98], [18.32, 16.63, 13.93], [15.49, 14.36, 12.22], [10.26, 12.97, 20.52], [9.44, 16.19, 15.14], [8.85, 16.07, 16.39], [8.02, 10.78, 13.83], [11.76, 17.07, 9.81], [18.51, 16.51, 12.58], [19.85, 11.60, 14.63], [15.82, 15.02, 20.22], [21.72, 10.46, 15.73], [11.04, 17.07, 13.99], [16.18, 15.18, 12.44], [14.59, 16.44, 15.95], [10.88, 12.49, 13.76], [15.31, 12.53, 19.93], [14.08, 12.90, 18.77], [14.10, 15.27, 8.17], [20.96, 11.10, 10.51], [13.73, 13.68, 16.66], [8.97, 15.59, 14.38], [12.40, 14.89, 16.44], [8.69, 10.33, 10.76], [7.18, 10.64, 14.46], [10.82, 15.07, 20.34], [13.22, 18.86, 13.38], [18.27, 12.85, 20.16], [22.04, 12.28, 15.95], [17.49, 17.13, 14.41], [18.03, 15.31, 19.44], [20.21, 12.45, 11.41], [14.73, 23.17, 13.10], [11.34, 18.05, 9.96], [11.59, 18.62, 15.99], [15.48, 12.10, 15.54], [17.70, 12.03, 16.44], [14.64, 14.75, 11.59], [10.06, 16.17, 10.75], [19.11, 16.06, 15.82], [14.93, 17.97, 16.75], [21.14, 12.57, 13.83], [13.48, 17.83, 8.82], [22.87, 11.36, 14.71], [12.42, 13.34, 15.57], [11.06, 13.85, 10.52], [14.64, 21.14, 14.63], [19.75, 15.64, 11.02], [20.90, 14.69, 14.84], [19.87, 16.44, 18.44], [8.67, 16.98, 18.27], [22.08, 15.32, 18.37], [15.92, 13.46, 11.86], [17.91, 17.00, 11.86], [19.22, 11.47, 10.30], [10.91, 11.65, 11.48], [16.45, 21.05, 14.44], [8.01, 15.39, 16.52], [13.85, 16.78, 17.56], [22.20, 12.92, 19.16], [14.27, 15.41, 19.69], [9.67, 14.52, 19.04], [9.95, 12.16, 19.89], [16.94, 13.51, 16.81], [16.47, 22.90, 12.99], [9.08, 11.73, 15.32], [16.58, 12.29, 14.13], [11.19, 12.71, 21.02], [13.20, 18.67, 11.64], [18.20, 13.49, 15.56], [9.48, 13.18, 21.26], [13.65, 17.33, 12.61], [15.88, 23.43, 14.54], [13.80, 13.22, 20.38]],
  "smiles": "CCOS(C)(=O)=O.CCOS(C)(=O)=O.CCOS(C)(=O)=O.CCOS(C)(=O)=O.CCOS(C)(=O)=O.c1ccncc1.c1ccncc1.c1ccncc1.c1ccncc1.c1ccncc1",
  "total_charge": 0,
  "de_lowest_kcal_mol": 0.00,
  "homo_ev": -9.37,
  "lumo_energy_ha": 0.0027,
  "e_tot_ha": -4956.32956
}



- Number 2 is which compound?
  C40H65N5O15P



- Number 1 is which compound?
  C40H65F15O25



- Which formula does entry 1 have?
  C40H65F15O25